A structure of composition I5InLi4O4P in a non-equilibrium geometry, computed with wB97M-V/def2-TZVPD.

XYZ file:
```
15
Properties=species:S:1:pos:R:3:forces:R:3
In -4.460 -13.423 2.661 0.50 1.26 -1.19
Li 2.575 -11.960 0.311 -1.01 1.49 -0.27
Li 0.194 -10.071 -2.965 -0.88 -1.49 0.15
Li -1.733 -13.228 -3.220 1.23 -0.56 0.82
Li -1.949 -15.363 1.771 0.81 -0.38 -1.13
I 1.576 -8.526 -1.548 0.88 -1.14 2.95
I -2.521 -11.146 -3.971 -0.62 2.26 0.33
I -0.687 -16.858 -0.153 -0.50 0.48 0.86
I -0.272 -13.433 -5.933 0.03 0.01 0.64
I -1.436 -10.173 1.933 0.06 -0.09 0.89
P -2.677 -9.334 -1.196 0.10 -3.32 0.07
O 1.853 -9.730 0.618 0.22 0.23 -2.85
O -0.091 -9.538 4.778 -0.60 -0.30 -1.17
O -3.377 -12.138 -0.600 0.16 1.08 0.47
O 0.230 -12.364 -2.248 -0.40 0.48 -0.58
```
Positions in Å, forces in eV/Å.

The calculation puts the gap between HOMO and LUMO at 3.2 eV. The value obtained for the lowest unoccupied orbital energy is -1.089 eV. Its net charge is -1.



A structure of composition C49H54CdN7O3PS3Se in a non-equilibrium geometry, computed with wB97M-V/def2-TZVPD.

XYZ file:
```
119
Properties=species:S:1:pos:R:3:forces:R:3
Cd 0.194 0.076 0.273 -0.03 0.01 0.40
S -0.920 1.385 -2.579 -0.09 0.61 -0.09
C 0.519 1.184 -1.657 -0.28 0.09 0.17
C 2.508 -4.247 2.906 -0.12 -0.19 0.29
N 2.898 -3.547 1.700 0.33 -0.54 0.20
C 3.836 -4.209 0.818 0.25 -0.20 -0.29
C 2.288 -2.462 1.337 -0.23 0.68 -0.13
N 1.787 -1.464 1.050 -0.18 0.02 0.00
H 3.397 -4.456 3.507 -0.06 0.00 -0.01
H 2.022 -5.197 2.659 0.01 0.05 0.03
H 1.820 -3.632 3.482 0.01 -0.01 0.00
H 4.756 -4.429 1.366 -0.06 0.03 -0.07
H 4.067 -3.565 -0.028 0.00 -0.02 0.05
H 3.416 -5.148 0.443 0.03 0.06 0.02
S 0.048 0.788 3.112 -0.63 0.28 -0.19
C 1.561 0.307 3.608 0.34 1.04 -0.21
N 2.635 1.151 3.363 -0.05 -0.75 0.28
C 3.903 0.773 3.584 -0.11 -0.05 0.15
C 4.141 -0.414 4.219 -0.29 -0.20 0.05
C 3.002 -1.166 4.584 0.57 0.36 -0.21
N 1.777 -0.832 4.275 -0.02 -0.48 0.26
H 2.427 1.970 2.801 -0.03 -0.21 -0.09
H 4.689 1.443 3.262 -0.09 0.03 -0.05
H 5.140 -0.758 4.424 0.07 0.02 0.06
H 3.107 -2.089 5.137 0.14 -0.14 0.10
O -0.044 -1.776 -1.172 0.10 -0.15 1.03
S -0.415 -1.592 -2.600 -0.42 -1.34 -1.41
C 0.211 -3.104 -3.397 0.11 0.37 0.05
C 0.588 -3.018 -4.727 -0.07 0.10 0.08
C 1.172 -4.111 -5.344 -0.01 -0.07 -0.05
C 1.376 -5.278 -4.627 0.03 -0.02 -0.09
C 0.990 -5.360 -3.298 -0.03 0.04 0.05
C 0.410 -4.267 -2.676 -0.04 0.00 0.15
C -2.156 -2.074 -2.699 0.10 0.25 0.07
C -2.812 -2.025 -3.916 0.02 0.05 0.00
C -4.152 -2.369 -3.973 0.06 0.03 -0.09
C -4.823 -2.743 -2.819 -0.09 -0.03 0.09
C -4.162 -2.765 -1.602 -0.02 -0.05 -0.12
C -2.820 -2.426 -1.540 0.25 -0.02 0.10
H 0.429 -2.095 -5.266 0.05 0.13 -0.11
H 1.478 -4.045 -6.378 0.01 -0.01 -0.07
H 1.842 -6.126 -5.105 0.04 -0.09 -0.05
H 1.147 -6.278 -2.748 0.00 -0.04 0.04
H 0.116 -4.299 -1.637 -0.02 -0.01 0.12
H -2.283 -1.720 -4.807 0.05 0.04 -0.15
H -4.674 -2.341 -4.919 -0.02 0.00 -0.06
H -5.867 -3.014 -2.870 -0.09 -0.01 -0.01
H -4.692 -3.044 -0.703 -0.03 -0.01 0.08
H -2.280 -2.410 -0.604 0.03 -0.02 0.11
O 2.237 1.432 0.800 -0.07 -0.64 0.46
P 2.315 2.591 -0.132 0.03 0.81 -0.65
C 1.279 3.966 0.480 0.53 -0.25 -0.28
C 1.798 5.200 0.846 0.09 0.06 -0.02
C 0.969 6.176 1.375 -0.01 0.15 0.04
C -0.388 5.935 1.505 0.03 0.06 0.03
C -0.915 4.715 1.115 0.00 -0.02 0.00
C -0.084 3.727 0.623 -0.11 -0.24 -0.06
C 1.669 2.154 -1.763 0.55 0.31 0.65
C 1.804 0.678 -2.237 0.32 -0.38 0.17
C 1.926 0.483 -3.682 0.03 0.25 -0.14
C 1.796 1.502 -4.547 0.09 -0.54 -0.08
C 1.768 2.869 -4.100 -0.08 0.38 0.23
C 1.781 3.176 -2.795 -0.06 0.14 -0.28
C 4.058 3.117 -0.215 -0.61 -0.06 -0.08
C 4.799 2.877 -1.364 -0.11 0.05 -0.06
C 6.167 3.098 -1.359 0.13 0.03 -0.06
C 6.793 3.571 -0.218 0.00 -0.08 -0.11
C 6.054 3.826 0.927 0.03 -0.05 0.13
C 4.693 3.583 0.933 -0.01 0.00 0.01
H 2.850 5.405 0.718 0.08 0.06 -0.02
H 1.382 7.126 1.683 0.02 0.04 -0.02
H -1.034 6.698 1.912 -0.06 0.09 0.02
H -1.976 4.538 1.197 -0.13 -0.07 0.01
H -0.494 2.762 0.353 -0.12 0.06 -0.09
H 2.404 0.009 -1.620 -0.06 0.01 0.00
H 2.101 -0.531 -4.018 0.09 0.02 -0.13
H 1.825 1.325 -5.611 0.03 -0.11 -0.13
H 1.841 3.645 -4.848 -0.03 0.12 0.01
H 1.927 4.195 -2.460 -0.07 0.18 -0.10
H 4.301 2.524 -2.257 0.04 -0.06 -0.05
H 6.744 2.898 -2.250 0.04 0.00 -0.06
H 7.861 3.726 -0.213 0.11 0.07 -0.03
H 6.550 4.195 1.814 -0.02 0.03 0.06
H 4.118 3.763 1.833 -0.03 0.04 0.09
O -1.657 -1.216 1.319 0.07 -0.31 -0.10
C -1.891 -1.463 2.491 0.48 -0.11 0.36
C -1.146 -2.518 3.265 -0.08 -0.05 -0.05
C -2.191 -3.616 3.582 0.06 -0.11 -0.15
C -3.344 -3.719 2.559 -0.18 -0.12 0.23
C -4.546 -2.798 2.827 0.07 0.18 -0.22
C -4.261 -1.315 2.541 -0.43 -0.40 -0.16
N -2.990 -0.961 3.143 0.18 0.49 0.22
H -0.703 -2.114 4.173 0.06 0.08 0.00
H -0.351 -2.903 2.627 0.00 0.08 0.01
H -2.619 -3.453 4.573 0.02 -0.04 0.04
H -1.674 -4.576 3.615 0.00 0.01 0.09
H -3.717 -4.745 2.581 0.05 0.02 -0.08
H -2.960 -3.537 1.553 0.01 -0.10 -0.14
H -4.849 -2.911 3.871 -0.06 -0.04 0.03
H -5.385 -3.117 2.207 -0.10 -0.03 0.05
H -5.053 -0.688 2.957 0.02 0.03 -0.13
H -4.181 -1.131 1.467 -0.07 0.09 0.08
H -2.980 -1.159 4.136 0.08 -0.09 -0.09
C -3.876 2.763 -2.831 0.32 -0.12 -0.70
N -4.209 3.083 -1.473 0.02 -0.12 0.83
C -4.924 4.172 -1.060 -0.30 0.43 0.44
C -5.015 4.114 0.289 -0.22 0.44 -0.42
N -4.354 2.989 0.697 0.14 -0.07 -0.76
C -4.221 2.550 2.058 0.19 -0.26 0.53
C -3.842 2.364 -0.391 0.35 -0.44 0.02
Se -2.876 0.786 -0.354 -0.38 0.12 0.17
H -4.694 3.043 -3.492 -0.06 0.02 0.09
H -3.691 1.692 -2.903 -0.08 0.04 0.01
H -2.962 3.279 -3.127 -0.09 -0.02 -0.01
H -5.306 4.900 -1.744 -0.09 0.12 -0.16
H -5.491 4.771 0.985 -0.14 0.16 0.11
H -5.062 2.928 2.638 0.03 0.01 -0.05
H -3.285 2.909 2.492 -0.04 -0.04 -0.01
H -4.210 1.460 2.088 0.02 0.10 -0.03
```
Positions in Å, forces in eV/Å.

The calculation puts the gap between HOMO and LUMO (alpha / beta) at 6.2 / 6.5 eV. The value obtained for the lowest unoccupied orbital energy (alpha / beta) is -2.265 / -2.392 eV. The value obtained for the energy above the lowest of the compared OMol25 structures with the same formula, charge and spin is 172.3 kJ/mol. Its spin multiplicity is 2. As for the expectation value of S²: 0.7546. Its net charge is +1.



Look up the net charge of the second one. +1